#A
# C4H10O3

A cluster of 2 separate species, C4H10O3 in total (ωB97M-V/def2-TZVPD, the Open Molecules 2025 dataset).

```
! RIJCOSX wB97M-V def2-TZVPD def2/J DEFGRID3
* xyz 0 1
O -1.78 0.05 0.91
O 3.96 0.15 -0.65
O -3.42 -1.36 -0.77
C 1.55 0.50 -0.55
C 0.58 0.10 0.57
C 2.86 -0.27 -0.42
C -0.70 0.93 0.49
H -2.54 -0.96 -0.65
H 0.32 -0.94 0.34
H 1.85 1.55 -0.59
H 2.73 -1.32 -0.08
H -3.50 -2.10 -0.14
H 1.17 0.14 -1.52
H -2.62 0.48 0.72
H 1.03 0.13 1.56
H -0.62 1.65 1.30
H -0.87 1.28 -0.53
*
```

## Properties
HOMO energy: -9.93 eV
SMILES: O=CCCCO.O
HOMO-LUMO gap: 0.3904 Eh

***

#B
# C4H10O3

A structure of composition C4H10O3 (ωB97M-V/def2-TZVPD, the Open Molecules 2025 dataset).

```
! RIJCOSX wB97M-V def2-TZVPD def2/J DEFGRID3
* xyz 0 1
O 1.00 0.48 -1.54
O -2.57 0.50 1.31
O -1.79 -0.11 -1.45
C 0.90 -0.44 -0.48
C -0.64 0.26 0.65
C 2.06 -0.41 0.48
C -1.42 -0.49 -0.23
H 1.93 -1.17 1.25
H -2.99 1.25 0.87
H -0.43 1.30 0.45
H 0.75 -1.42 -0.93
H 1.37 1.31 -1.21
H 3.01 -0.61 -0.04
H -1.65 -1.52 -0.01
H -0.41 -0.16 1.62
H -1.29 0.67 -1.73
H 2.15 0.56 0.98
*
```

## Properties
HOMO energy (alpha / beta): -7.33 / -7.33 eV
HOMO-LUMO gap (alpha / beta): 0.2887 / 0.2887 Eh

***

Least stable = #B

***

#A
# C4H10O3

A cluster of 3 separate species, C4H10O3 in total (ωB97M-V/def2-TZVPD, the Open Molecules 2025 dataset).

```
! RIJCOSX wB97M-V def2-TZVPD def2/J DEFGRID3
* xyz 0 1
O 2.38 0.72 0.67
O 0.77 1.39 -1.75
O 1.24 -1.53 2.37
C -0.46 0.86 -1.53
C -0.65 -0.33 -0.95
C -2.68 -0.06 0.41
C -1.86 -0.82 -0.32
H -1.27 1.52 -1.83
H -2.04 -1.89 -0.39
H -2.37 0.90 0.80
H -3.61 -0.44 0.82
H 1.31 1.12 -0.99
H 1.33 -2.45 2.64
H 1.99 0.64 1.55
H 0.34 -1.33 2.69
H 3.03 0.01 0.65
H 0.29 -0.88 -0.81
*
```

## Properties
HOMO energy: -8.25 eV
SMILES: C=C/C=C/O.O.O
HOMO-LUMO gap: 0.3173 Eh

***

#B
# C4H10O3

A cluster of 2 separate species, C4H10O3 in total (ωB97M-V/def2-TZVPD, the Open Molecules 2025 dataset).

```
! RIJCOSX wB97M-V def2-TZVPD def2/J DEFGRID3
* xyz 0 1
O -0.76 1.08 0.08
O 2.16 2.84 -0.48
O -0.47 -1.81 -2.85
C -0.11 -0.19 0.37
C -0.84 -1.24 -0.53
C -0.23 -0.63 1.85
C -0.87 -0.98 -2.04
H -1.34 -0.96 2.06
H 0.95 -0.05 -0.03
H 0.44 -1.45 2.03
H -0.02 1.83 0.24
H -0.53 -2.34 -0.39
H -1.37 -0.08 -2.31
H -1.84 -1.25 -0.33
H -0.16 0.32 2.57
H 3.07 2.62 -0.58
H 1.92 2.30 0.31
*
```

## Properties
HOMO energy: -9.67 eV
SMILES: C[C@H](O)CC=O.O
HOMO-LUMO gap: 0.3663 Eh

***

Least stable = #B

***

#A
# C37H32ClN7O3S2Yb

A structure of composition C37H32ClN7O3S2Yb (ωB97M-V/def2-TZVPD, the Open Molecules 2025 dataset).

```
! RIJCOSX wB97M-V def2-TZVPD def2/J DEFGRID3
* xyz -1 2
Yb 0.76 1.10 1.33
Cl -4.72 5.95 1.55
S 2.91 0.34 -0.01
S 2.39 0.55 3.35
O 0.26 2.93 2.15
O -0.59 0.66 -0.20
O -2.00 2.29 -0.83
N 1.06 3.04 -0.61
N -1.33 0.67 2.54
N 1.39 -7.48 -4.91
N -2.79 -1.21 -2.60
N -3.60 0.42 -4.11
N 0.38 -1.38 1.79
N -1.32 0.18 -3.67
C 0.98 -5.54 -3.25
C 0.27 2.34 -1.64
C 5.49 0.82 0.69
C -0.86 3.57 2.06
C -2.12 2.92 2.06
C 0.67 -3.20 -2.81
C -0.17 3.22 -2.81
C 1.47 -2.43 1.69
C -2.13 -3.24 3.82
C -1.66 -0.65 2.90
C 1.21 -6.62 -4.17
C -0.77 -1.68 2.60
C 0.75 -5.83 -1.90
C -0.86 4.98 1.92
C 0.48 -4.80 -1.02
C -2.80 -0.95 3.65
C 3.96 0.76 2.57
C 6.35 1.17 2.90
C -1.27 2.72 -3.74
C 5.07 1.01 3.40
C -3.24 5.03 1.75
C -3.05 -2.24 4.08
C -3.29 3.67 1.89
C 0.08 -3.98 2.99
C 0.41 -3.47 -1.46
C -0.02 -2.40 -0.54
C 6.56 1.07 1.53
C -0.98 -2.97 3.09
C 0.96 -4.22 -3.69
C 4.18 0.67 1.18
C -2.28 1.49 2.24
C -0.91 1.73 -0.84
C -1.02 1.38 -4.44
C -2.60 -0.23 -3.39
C -2.02 5.70 1.77
C 0.54 -2.14 0.61
C 1.26 -3.70 2.42
H 0.29 -5.01 0.03
H -3.48 -0.15 3.92
H 0.64 -2.17 -3.15
H -3.94 -2.45 4.66
H 0.73 3.42 -3.41
H 2.46 -2.01 1.66
H -4.53 0.19 -3.79
H -0.09 -4.93 3.48
H -3.77 -1.42 -2.45
H 0.89 1.51 -1.98
H -2.20 2.67 -3.17
H 0.55 3.88 -0.33
H -2.29 -4.25 4.20
H 4.88 1.08 4.47
H 5.64 0.74 -0.38
H -4.25 3.16 1.86
H -3.48 1.42 -4.23
H 0.78 -6.85 -1.56
H -1.61 1.32 -5.35
H -1.99 6.77 1.65
H -0.51 4.17 -2.40
H 0.11 5.48 1.95
H 2.08 -4.39 2.44
H -1.40 3.48 -4.52
H -0.89 -1.83 -0.86
H -0.66 -0.12 -2.97
H 1.16 -4.01 -4.73
H 7.17 1.36 3.58
H 7.56 1.19 1.12
H -3.30 1.13 2.12
H 1.95 3.33 -0.99
H 0.03 1.32 -4.75
*
```

## Properties
HOMO energy (alpha / beta): -4.04 / -4.04 eV
HOMO-LUMO gap (alpha / beta): 0.2212 / 0.2212 Eh

***

#B
# C37H32ClN7O3S2Yb

A structure of composition C37H32ClN7O3S2Yb (ωB97M-V/def2-TZVPD, the Open Molecules 2025 dataset).

```
! RIJCOSX wB97M-V def2-TZVPD def2/J DEFGRID3
* xyz -1 2
Yb 0.36 0.30 -0.53
Cl -7.42 -0.39 -0.18
S 2.78 0.84 -1.86
S 2.52 -1.29 0.80
O 0.22 -3.59 -2.73
O -1.68 -0.46 -1.28
O 0.78 -1.74 -1.69
N 1.25 1.70 1.41
N -2.58 -4.82 -2.73
N -3.24 -3.73 -4.64
N -0.50 -2.19 0.53
N -6.68 5.53 -5.62
N -4.87 -4.64 -3.25
N -1.44 1.24 1.19
C -4.71 4.49 -4.34
C 0.07 3.84 4.20
C -2.71 1.18 0.97
C -0.82 -3.11 -0.55
C -1.45 2.69 -2.32
C -4.86 0.35 0.29
C 6.56 0.22 -0.67
C 2.35 3.29 3.42
C -3.46 0.35 0.08
C 0.43 2.32 2.30
C -1.27 3.67 4.05
C -5.20 -1.15 -1.55
C -3.83 2.75 -2.93
C 5.41 0.65 -1.30
C -5.80 5.07 -5.05
C 5.22 -1.15 0.76
C -4.89 3.32 -3.59
C -2.37 4.49 -3.74
C 4.13 0.20 -0.94
C -5.70 -0.39 -0.49
C -3.85 -1.14 -1.80
C 3.15 2.65 2.53
C 0.13 -2.77 -1.71
C -2.54 3.31 -2.99
C 6.47 -0.70 0.37
C -3.54 -4.43 -3.49
C 4.03 -0.71 0.14
C -0.85 -4.57 -0.02
C -1.40 -5.76 -0.83
C -3.44 5.07 -4.40
C -0.99 2.13 2.18
C -0.52 2.15 -1.75
C 0.95 3.16 3.32
C -1.79 2.83 3.07
C -2.76 -5.56 -1.51
C 2.55 1.87 1.53
C -2.91 -0.42 -1.00
H 3.17 1.39 0.79
H -2.87 2.73 3.04
H -3.45 -1.70 -2.63
H 7.53 0.60 -0.99
H 7.36 -1.05 0.87
H -3.95 -3.11 -4.99
H -5.87 -1.72 -2.18
H 5.47 1.37 -2.12
H -5.11 -5.31 -2.55
H -1.47 -4.52 0.89
H 0.49 4.48 4.96
H -1.96 4.19 4.72
H -1.51 -6.58 -0.13
H -1.82 -2.84 -0.91
H 2.75 3.92 4.21
H 0.16 -4.82 0.31
H -3.97 1.84 -2.35
H -5.52 -4.52 -4.00
H -3.36 1.85 1.53
H -5.26 0.95 1.09
H -5.88 2.88 -3.53
H -1.20 -2.24 1.26
H 0.41 -2.43 0.94
H 5.13 -1.86 1.57
H -2.30 -3.36 -4.67
H -1.39 4.93 -3.79
H -3.30 5.97 -4.98
H -3.45 -5.05 -0.83
H -0.68 -6.08 -1.59
H -0.71 -4.05 -2.86
H 4.22 2.72 2.57
H -3.19 -6.55 -1.73
*
```

## Properties
HOMO energy (alpha / beta): -3.47 / -3.47 eV
HOMO-LUMO gap (alpha / beta): 0.1838 / 0.1838 Eh

***

Least stable = #B

***

#A
# C7H7N3O2S

The molecule C7H7N3O2S (ωB97M-V/def2-TZVPD, the Open Molecules 2025 dataset).

```
! RIJCOSX wB97M-V def2-TZVPD def2/J DEFGRID3
* xyz 0 1
S -1.68 -0.68 0.34
O -1.37 -1.99 -0.19
O -2.24 -0.66 1.64
N 1.36 -1.71 -0.06
N 3.29 -0.66 -0.09
N 2.29 1.59 0.17
C -0.21 0.39 0.25
C -0.05 1.75 0.43
C 1.22 2.35 0.27
C 1.05 -0.43 0.01
C 2.29 0.30 0.03
C -3.03 0.17 -0.65
C 2.72 -1.80 -0.13
H -2.50 0.99 -1.01
H -3.84 0.34 0.16
H 3.07 -2.83 -0.35
H -0.97 2.28 0.47
H -3.35 -0.42 -1.42
H 0.68 -2.45 0.05
H 1.29 3.47 0.07
*
```

## Properties
HOMO energy: -9.10 eV
SMILES: CS(=O)(=O)c1ccnc2nc[nH]c12
HOMO-LUMO gap: 0.3255 Eh

***

#B
# C7H7N3O2S

A cluster of 2 separate species, C7H7N3O2S in total (ωB97M-V/def2-TZVPD, the Open Molecules 2025 dataset).

```
! RIJCOSX wB97M-V def2-TZVPD def2/J DEFGRID3
* xyz 0 1
S -1.89 -0.46 -2.97
O -2.34 0.72 1.57
O -3.50 0.12 -0.16
N -1.30 -0.38 -0.13
N -0.48 1.66 -1.83
N -2.28 0.12 0.52
C -1.21 0.77 -2.22
C 2.72 -0.33 0.83
C 2.22 -1.27 -0.03
C 0.46 0.35 1.36
C 0.01 -0.49 0.39
C 1.82 0.53 1.51
C 0.83 -1.29 -0.33
H 2.08 1.27 2.27
H 2.82 -2.09 -0.56
H -3.41 -0.37 -1.03
H 0.56 -2.01 -1.15
H -0.69 2.24 -1.07
H 3.75 -0.28 1.02
H -0.16 1.20 2.00
*
```

## Properties
HOMO energy: -9.12 eV
SMILES: [O-]/[N+](O)=N\c1ccccc1.N=C=S
HOMO-LUMO gap: 0.3334 Eh

***

Least stable = #B

***

#A
# C7H7N3O2S

A cluster of 3 separate species, C7H7N3O2S in total (ωB97M-V/def2-TZVPD, the Open Molecules 2025 dataset).

```
! RIJCOSX wB97M-V def2-TZVPD def2/J DEFGRID3
* xyz 0 1
S 0.29 0.83 -1.67
O 0.37 0.33 -3.07
O 1.57 0.98 -1.09
N 0.22 1.25 2.09
N -1.27 2.37 -4.89
N 0.00 -2.29 0.01
C -1.12 -0.48 1.11
C 0.08 0.02 1.55
C -1.47 1.26 -5.01
C 1.17 -1.79 0.44
C 1.28 -0.67 1.21
C 0.36 1.45 3.31
C -1.11 -1.61 0.25
H 0.28 2.48 3.63
H 0.58 0.75 4.11
H -1.97 -1.98 -0.17
H 2.03 -2.45 0.15
H 2.24 -0.42 1.69
H -1.46 0.19 -5.19
H -2.07 -0.21 1.55
*
```

## Properties
HOMO energy: -9.54 eV
HOMO-LUMO gap: 0.3136 Eh

***

#B
# C7H7N3O2S

A cluster of 3 separate species, C7H7N3O2S in total (ωB97M-V/def2-TZVPD, the Open Molecules 2025 dataset).

```
! RIJCOSX wB97M-V def2-TZVPD def2/J DEFGRID3
* xyz 0 1
S -1.05 0.29 2.15
O -2.10 1.22 2.35
O -1.42 -1.05 1.84
N 1.71 1.16 -0.33
N 1.43 1.57 4.34
N -0.78 -1.97 -1.63
C 1.44 -1.10 -0.96
C 0.46 2.10 4.11
C -1.49 -2.02 -2.64
C 0.07 -0.86 -1.37
C 0.47 1.44 -0.72
C -0.39 0.47 -1.25
C 2.12 -0.11 -0.35
H -2.00 -2.97 -2.79
H -1.44 0.75 -1.60
H -0.49 2.38 3.85
H 1.83 -2.08 -0.93
H -0.05 2.43 -0.53
H -1.57 -1.35 -3.40
H 3.23 -0.32 -0.13
*
```

## Properties
HOMO energy: -9.67 eV
HOMO-LUMO gap: 0.3185 Eh

***

Least stable = #B

***

#A
# C4H10N2S

The molecule C4H10N2S (ωB97M-V/def2-TZVPD, the Open Molecules 2025 dataset).

```
! RIJCOSX wB97M-V def2-TZVPD def2/J DEFGRID3
* xyz 0 1
S -1.02 1.39 -1.89
N 1.88 -0.79 -0.32
N -0.14 -0.61 1.65
C 1.32 0.54 0.08
C -0.07 -0.12 0.26
C -1.27 0.66 -0.20
C 0.51 -1.21 -0.65
H -0.50 0.02 2.35
H 1.29 1.28 -0.73
H 1.82 1.05 0.94
H -2.14 0.03 -0.24
H -0.75 -1.41 1.74
H 2.06 -1.23 0.57
H 0.28 -2.25 -0.45
H -1.48 1.43 0.55
H -2.06 2.24 -1.92
H 0.25 -0.99 -1.74
*
```

## Properties
HOMO energy: -8.88 eV
SMILES: NC1(CS)CNC1
HOMO-LUMO gap: 0.3533 Eh

***

#B
# C4H10N2S

The molecule C4H10N2S (ωB97M-V/def2-TZVPD, the Open Molecules 2025 dataset).

```
! RIJCOSX wB97M-V def2-TZVPD def2/J DEFGRID3
* xyz 0 1
S -1.77 0.20 -2.01
N -1.03 -0.53 0.48
N 0.22 2.15 0.63
C 1.05 -1.46 -0.50
C -1.95 -0.33 -0.46
C 0.44 -0.39 0.38
C 0.88 1.04 -0.02
H 0.68 -1.35 -1.55
H 0.74 1.15 -1.11
H -1.38 -0.89 1.35
H 2.13 -1.33 -0.52
H 0.81 -2.46 -0.13
H -2.96 -0.58 -0.08
H 0.76 -0.52 1.43
H -0.75 2.21 0.31
H 0.18 2.02 1.64
H 1.96 1.07 0.15
*
```

## Properties
HOMO energy: -8.35 eV
SMILES: C[C@@H](CN)NC=S
HOMO-LUMO gap: 0.3276 Eh

***

#C
# C4H10N2S

The molecule C4H10N2S (ωB97M-V/def2-TZVPD, the Open Molecules 2025 dataset).

```
! RIJCOSX wB97M-V def2-TZVPD def2/J DEFGRID3
* xyz 0 1
S 1.01 2.11 -0.09
N 1.25 -0.56 -0.04
N -0.94 0.27 0.01
C -1.88 1.32 0.06
C 0.41 0.56 -0.03
C -1.45 -1.09 -0.13
C 2.66 -0.44 0.01
H -0.97 -1.66 -0.97
H 3.06 -1.46 0.01
H 3.08 0.09 -0.83
H -2.86 0.94 0.32
H 2.93 0.10 0.90
H -1.13 -1.60 0.77
H 0.88 -1.38 0.41
H -1.59 2.09 0.84
H -1.93 1.80 -0.91
H -2.52 -1.09 -0.33
*
```

## Properties
HOMO energy: -8.07 eV
SMILES: CNC(=S)N(C)C
HOMO-LUMO gap: 0.3207 Eh

***

#D
# C4H10N2S

The molecule C4H10N2S (ωB97M-V/def2-TZVPD, the Open Molecules 2025 dataset).

```
! RIJCOSX wB97M-V def2-TZVPD def2/J DEFGRID3
* xyz 0 1
S -1.11 1.82 0.00
N 1.82 -0.47 0.07
N -2.28 -0.85 0.18
C -0.12 0.37 -0.06
C 1.14 0.46 -0.93
C -0.99 -0.81 -0.54
C 0.89 0.08 1.10
H 1.04 0.21 -2.03
H -2.22 -1.04 1.20
H 2.82 -0.10 0.15
H 1.68 1.49 -0.90
H 0.09 2.44 0.48
H -0.33 -1.77 -0.35
H 1.27 1.03 1.53
H 0.38 -0.58 1.95
H -1.11 -0.71 -1.67
H -2.98 -1.57 -0.19
*
```

## Properties
HOMO energy: -8.69 eV
SMILES: NCC1(S)CNC1
HOMO-LUMO gap: 0.3490 Eh

***

Least stable = #D

***

#A
# C9H11NO3S

A cluster of 2 separate species, C9H11NO3S in total (ωB97M-V/def2-TZVPD, the Open Molecules 2025 dataset).

```
! RIJCOSX wB97M-V def2-TZVPD def2/J DEFGRID3
* xyz 0 1
S -0.79 1.12 0.56
O -3.20 0.53 -2.13
O -2.28 -0.86 1.39
O -3.54 -1.08 -0.75
N -3.14 0.14 -0.99
C 3.27 -1.29 -0.05
C 1.88 -1.29 -0.11
C -1.96 0.28 1.58
C -2.66 1.26 2.44
C 4.04 -0.32 -0.70
C 1.97 0.75 -1.35
C 3.41 0.76 -1.38
C -0.31 -0.19 -0.62
C 1.29 -0.23 -0.70
H 3.97 1.53 -1.83
H -3.35 1.95 1.85
H 3.71 -2.22 0.41
H 1.45 1.50 -1.95
H 5.23 -0.43 -0.77
H -0.65 -1.04 -0.14
H -3.31 0.72 3.16
H -2.00 1.90 3.02
H 1.31 -2.07 0.40
H -0.86 -0.10 -1.52
H -3.49 -1.32 0.18
*
```

## Properties
HOMO energy: -9.21 eV
SMILES: CC(=O)SCc1ccccc1.O=NO
HOMO-LUMO gap: 0.3585 Eh

***

#B
# C9H11NO3S

The molecule C9H11NO3S (ωB97M-V/def2-TZVPD, the Open Molecules 2025 dataset).

```
! RIJCOSX wB97M-V def2-TZVPD def2/J DEFGRID3
* xyz 0 1
S 1.84 2.29 0.53
O 0.79 3.51 -0.05
O 0.92 1.05 1.31
O 2.78 3.00 1.54
N -1.43 -1.81 0.38
C -0.30 -4.39 0.75
C 0.16 0.44 0.18
C -1.48 -3.29 0.53
C -1.23 1.30 0.03
C 0.25 3.17 -1.37
C -0.08 -1.19 0.39
C -1.19 2.39 -1.24
C 1.24 -2.13 0.58
C 1.26 -3.78 0.78
H -1.41 1.98 0.99
H -2.20 0.66 -0.13
H 1.02 2.42 -1.89
H 2.30 -1.58 0.57
H 2.22 -4.43 0.90
H -1.50 1.85 -2.24
H -0.49 -5.56 0.85
H 0.89 0.52 -0.76
H -2.00 3.23 -1.01
H 0.22 4.11 -2.11
H -2.58 -3.76 0.49
*
```

## Properties
HOMO energy: -9.09 eV
HOMO-LUMO gap: 0.3191 Eh

***

Least stable = #B

***

#A
# C4H8O3S

The molecule C4H8O3S (ωB97M-V/def2-TZVPD, the Open Molecules 2025 dataset).

```
! RIJCOSX wB97M-V def2-TZVPD def2/J DEFGRID3
* xyz 0 1
S -0.59 -1.25 1.63
O 0.46 1.81 -0.88
O 0.42 -1.66 0.24
O 0.34 0.95 2.82
C -0.37 0.48 1.85
C -0.81 -0.68 -1.62
C 0.82 0.65 -0.15
C 0.40 -0.70 -0.76
H 1.32 -0.94 -1.49
H -0.99 0.15 -2.17
H -1.31 0.80 1.81
H -0.73 -1.60 -2.31
H 1.93 0.83 0.23
H 1.11 0.43 3.15
H -1.66 -0.78 -0.97
H -0.34 1.51 -1.37
*
```

## Properties
HOMO energy: -7.95 eV
HOMO-LUMO gap: 0.3107 Eh

***

#B
# C4H8O3S

The molecule C4H8O3S (ωB97M-V/def2-TZVPD, the Open Molecules 2025 dataset).

```
! RIJCOSX wB97M-V def2-TZVPD def2/J DEFGRID3
* xyz 0 1
S 2.77 -0.13 0.34
O 0.54 -1.19 -0.59
O -0.89 1.08 -0.68
O -2.09 -1.34 -0.17
C 1.23 -0.11 -0.18
C 0.42 1.18 -0.21
C -1.92 1.02 0.22
C -2.06 -0.38 0.86
H -0.36 -0.97 -0.91
H -2.87 -1.11 -0.67
H -1.84 1.78 0.98
H 0.34 1.53 0.83
H -2.76 1.28 -0.35
H -1.21 -0.63 1.53
H 0.95 1.88 -0.87
H -2.98 -0.36 1.41
*
```

## Properties
HOMO energy: -8.67 eV
SMILES: OCCOCC(O)=S
HOMO-LUMO gap: 0.3381 Eh

***

Least stable = #A